w.
The following is a DFT calculation (ωB97M-V/def2-TZVPD) of an isolated ion of composition C6H16N4 and charge +2.

Values from the calculation:
LUMO (alpha / beta)	-10.41 / -11.42	eV
charge	+2
Kohn-Sham gap (alpha / beta)	7.32 / 5.32	eV

Bonds (Å) are listed after each position.
CARTESIAN COORDINATES (ANGSTROEM)
1 C 2.40498 1.24111 0.29540  C2 1.549, N7 1.452, H11 1.142, H12 1.141
2 C 1.28651 2.26558 -0.02017  C1 1.549, N10 1.394, H13 1.090, H14 1.167
3 C -2.00204 -1.25748 -0.11359  N8 1.473, N9 1.383, H15 1.103, H16 1.162
4 C 0.78575 -0.65800 0.23283  C5 1.667, C6 1.517, N7 1.378, H17 1.114
5 C -0.38370 0.48499 -0.09242  C4 1.667, N8 1.346, N10 1.425, H18 1.084
6 C 0.76527 -2.05390 -0.36178  C4 1.517, H19 1.050, H20 1.198, H21 1.044
7 N 1.94253 -0.04485 -0.19662  C1 1.452, C4 1.378, H22 1.024
8 N -1.62706 0.11496 0.26657  C3 1.473, C5 1.346, H23 0.950
9 N -3.33838 -1.61377 -0.08458  C3 1.383, H24 0.958, H25 1.028
10 N 0.12406 1.68516 0.48380  C2 1.394, C5 1.425, H26 1.016
11 H 3.32164 1.50610 -0.33237  C1 1.142
12 H 2.74626 1.40674 1.37154  C1 1.141
13 H 1.42995 3.17763 0.55944  C2 1.090
14 H 1.13517 2.63068 -1.11800  C2 1.167
15 H -1.55613 -1.68416 -1.02760  C3 1.103
16 H -1.42539 -1.85567 0.69850  C3 1.162
17 H 0.68804 -0.65249 1.34217  C4 1.114
18 H -0.45870 0.43660 -1.17295  C5 1.084
19 H 0.48147 -2.09462 -1.37175  C6 1.050
20 H -0.00913 -2.65386 0.32853  C6 1.198
21 H 1.65234 -2.60484 -0.34271  C6 1.044
22 H 2.47359 -0.48336 -0.95480  N7 1.024
23 H -2.18211 0.39845 0.98397  N8 0.950
24 H -4.05606 -1.07843 0.25582  N9 0.958
25 H -3.62015 -2.42615 -0.64811  N9 1.028
26 H -0.33416 2.06039 1.30901  N10 1.016

***

x.
The following is a DFT calculation (ωB97M-V/def2-TZVPD) of a 2-piece molecular cluster, C6H16N4 overall.

Values from the calculation:
LUMO	-7.38	eV
charge	+2
Kohn-Sham gap	9.80	eV

Bonds (Å) are listed after each position.
CARTESIAN COORDINATES (ANGSTROEM)
1 C 0.02210 -0.10527 -0.27109  N7 1.318, N8 1.355
2 C -2.61050 0.83381 0.45076  C3 1.513, C4 1.575, H11 1.019, H12 1.095
3 C -1.76887 1.67178 -0.48716  C2 1.513, N7 1.468, H13 1.118, H14 0.995
4 C -2.50455 -0.71930 0.20883  C2 1.575, N8 1.579, H15 1.101, H16 1.088
5 C 3.20548 -0.44201 -0.66163  C6 1.432, H17 1.044, H18 1.069, H19 1.094
6 C 2.52278 0.15125 0.44884  C5 1.432, N9 1.272, H20 1.085
7 N -0.42521 1.09096 -0.59781  C1 1.318, C3 1.468, H22 1.014
8 N -0.94156 -0.93917 0.18795  C1 1.355, C4 1.579, N10 1.457
9 N 2.60078 1.41224 0.59260  C6 1.272, H21 1.011, H23 0.964
10 N -0.65923 -2.36781 0.14842  N8 1.457, H24 1.140, H25 1.004, H26 1.003
11 H -2.05772 0.92116 1.30184  C2 1.019
12 H -3.65403 1.14746 0.55737  C2 1.095
13 H -2.38220 1.81013 -1.41143  C3 1.118
14 H -1.80043 2.57010 -0.06044  C3 0.995
15 H -2.86656 -1.02445 1.20238  C4 1.101
16 H -3.02763 -0.91935 -0.72411  C4 1.088
17 H 2.86702 -1.38533 -0.95230  C5 1.044
18 H 3.35284 0.05607 -1.59604  C5 1.069
19 H 4.24166 -0.70872 -0.43271  C5 1.094
20 H 2.16483 -0.49279 1.24531  C6 1.085
21 H 2.57256 1.72870 1.55289  N9 1.011
22 H 0.41604 1.61679 -0.80990  N7 1.014
23 H 2.73932 2.09260 -0.07630  N9 0.964
24 H -1.10181 -2.82869 -0.79512  N10 1.140
25 H -1.24489 -2.73226 0.87837  N10 1.004
26 H 0.33978 -2.43788 0.10049  N10 1.003

***

x takes first place; second place is 0.0469 hartree up.